The following is a DFT calculation (the ωB97M-V functional and the def2-TZVPD basis) of a structure of composition C22H30B2BrF5N2O6S2 in a non-equilibrium geometry.

Each line ends with the Mulliken charge.
Atoms and positions in Å:
C1 1.70524 3.50463 0.80347  -1.675
C2 2.49926 2.23702 0.95580  0.436
C3 3.81394 2.29608 1.39471  -1.117
C4 4.52668 1.12703 1.57653  -1.102
C5 4.00104 -0.13744 1.33336  0.290
C6 4.87436 -1.33355 1.62009  0.494
C7 4.12717 -2.50050 2.29270  -1.200
C8 5.69263 -1.79063 0.38038  -1.568
C9 2.69369 -0.17261 0.89400  0.450
O1 2.03693 -1.38258 0.69235  -0.022
C10 2.06996 -1.84641 -0.61264  -1.566
C11 1.09682 -1.09392 -1.46188  1.316
N1 -0.15337 -0.89040 -1.22647  0.975
C12 -0.86014 -1.46173 -0.05701  -1.427
C13 -1.74438 -0.49304 0.75513  -0.201
C14 -3.22801 -0.80553 0.57150  -0.976
C15 -4.13254 0.14852 1.38644  -0.939
N2 -4.86056 1.07392 0.53327  0.420
C16 -5.62409 0.78672 -0.56659  -0.512
C17 -6.10223 1.97163 -1.04891  -0.610
C18 -5.61608 3.01608 -0.23952  -0.587
C19 -4.86196 2.42019 0.73493  -0.424
C20 -0.74453 -0.01706 -2.28172  -2.464
O2 -2.08538 0.19674 -2.26065  -0.442
B1 -2.52383 1.54529 -2.42260  0.990
O3 -2.36703 2.48257 -1.46477  -0.619
O4 -3.14285 1.86123 -3.59913  -0.555
C21 -0.04673 -0.42328 -3.57057  0.731
Br1 -0.10146 0.87267 -4.99167  0.034
S1 -0.59949 -2.04126 -4.27119  1.267
O5 0.52030 -2.89232 -4.43296  -0.585
O6 -1.42224 -1.78361 -5.39272  -0.589
F1 -1.50134 -2.52370 -3.12284  -0.147
S2 1.66874 -0.40423 -2.96119  -0.098
C22 1.96921 0.98665 0.71672  0.572
H1 1.73526 3.91440 -0.20083  0.311
H2 2.14430 4.25160 1.45374  0.432
H3 0.69211 3.34930 1.16191  0.376
H4 4.26508 3.25225 1.59951  0.440
H5 5.53580 1.19277 1.95319  0.436
H6 5.61180 -0.97707 2.32731  0.700
H7 4.34546 -3.43024 1.77672  0.288
H8 3.06949 -2.33144 2.35798  0.151
H9 4.50290 -2.62395 3.30066  0.342
H10 5.59161 -1.04504 -0.40412  0.315
H11 5.35451 -2.76495 0.04834  0.411
H12 6.74863 -1.83131 0.60953  0.353
H13 3.06567 -1.80696 -1.05115  0.491
H14 1.76492 -2.89282 -0.60861  0.305
H15 -0.16245 -1.94206 0.61931  0.865
H16 -1.50724 -2.24189 -0.44699  0.291
H17 -1.50251 0.55393 0.59306  -0.136
H18 -1.51521 -0.69923 1.79003  1.013
H19 -3.52404 -0.82218 -0.46898  0.448
H20 -3.36722 -1.81467 0.94796  0.388
H21 -4.85379 -0.46906 1.91246  0.146
H22 -3.51422 0.69492 2.08302  0.493
H23 -5.79736 -0.20692 -0.92526  0.429
H24 -6.74855 2.13077 -1.89062  0.443
H25 -5.78330 4.06712 -0.34727  0.457
H26 -4.33944 2.87090 1.55586  0.408
H27 -0.27049 0.95703 -2.06570  1.205
H28 -1.69146 2.27246 -0.81345  0.306
H29 -2.65619 2.57656 -4.01938  0.295
H30 0.93453 0.92153 0.40785  0.104
B2 0.05928 -1.52518 3.23952  0.303
F2 1.34841 -1.91257 3.61874  -0.371
F3 -0.79094 -1.46172 4.33455  -0.369
F4 0.11274 -0.26088 2.59370  -0.276
F5 -0.43581 -2.47860 2.30104  -0.344

- Net charge: 0
- E: -145225.560 eV
- HOMO energy: -8.33 eV


The following is a DFT calculation (the ωB97M-V functional and the def2-TZVPD basis) of a cluster of 9 separate species, C29H58O26 in total in a non-equilibrium geometry.

Each line ends with the Mulliken charge.
Atoms and positions in Å:
C1 9.03169 1.59759 1.19595  -0.577
O1 8.61179 2.36434 0.06873  -0.319
C2 7.62206 1.78999 -0.65901  0.834
O2 7.09261 0.71545 -0.42663  -0.503
O3 7.32338 2.61872 -1.69048  -0.323
C3 6.28958 2.13910 -2.54814  -0.599
H1 9.82557 2.15142 1.70422  0.229
H2 8.20386 1.45942 1.89875  0.294
H3 9.43565 0.63154 0.87685  0.231
H4 5.35217 2.02251 -1.99499  0.243
H5 6.58391 1.19463 -3.01673  0.269
H6 6.13384 2.88035 -3.33655  0.223
C4 8.59867 -2.17472 -1.74259  -0.539
O4 9.40936 -3.34831 -1.73801  -0.342
C5 10.32569 -3.38920 -0.73907  0.728
O5 10.49527 -2.53287 0.11361  -0.552
O6 11.02066 -4.54815 -0.85329  -0.336
C6 12.02798 -4.72854 0.14020  -0.604
H7 7.90256 -2.24837 -2.58244  0.294
H8 8.01666 -2.10402 -0.81816  0.279
H9 9.21451 -1.28072 -1.88318  0.265
H10 11.58303 -4.75979 1.13983  0.287
H11 12.78079 -3.93655 0.07490  0.287
H12 12.51971 -5.68680 -0.04756  0.220
C7 -6.35680 -6.64268 1.93693  -0.680
O7 -6.15333 -5.86238 0.76033  -0.209
C8 -4.96216 -5.21521 0.71933  0.578
O8 -4.09580 -5.25323 1.57779  -0.562
O9 -4.90217 -4.51846 -0.44259  -0.177
C9 -3.69405 -3.78229 -0.62359  -0.942
H13 -7.34000 -7.11512 1.86299  0.233
H14 -5.60090 -7.43081 2.01289  0.323
H15 -6.34626 -6.00719 2.82816  0.315
H16 -2.83172 -4.45606 -0.64990  0.329
H17 -3.57703 -3.03248 0.16530  0.394
H18 -3.75497 -3.26399 -1.58429  0.366
C10 -8.64771 -6.38691 -0.75240  -0.321
O10 -9.58279 -7.22728 -1.42633  -0.365
C11 -9.03301 -8.02398 -2.37618  0.745
O11 -7.85161 -8.06862 -2.67843  -0.554
O12 -10.02571 -8.76255 -2.93147  -0.322
C12 -9.59058 -9.65453 -3.95580  -0.610
H19 -9.19634 -5.79414 -0.01551  0.335
H20 -7.90040 -6.98715 -0.22400  0.078
H21 -8.16725 -5.70101 -1.45732  0.224
H22 -8.88079 -10.38534 -3.55538  0.287
H23 -9.14770 -9.09924 -4.78872  0.286
H24 -10.46576 -10.19350 -4.32846  0.214
C13 6.12650 4.40450 0.37653  -0.285
O13 4.94420 4.41851 1.17454  -0.257
C14 4.93443 5.37041 2.14046  0.636
O14 5.82392 6.17570 2.36233  -0.559
O15 3.76308 5.27091 2.81681  -0.187
C15 3.61240 6.21871 3.87198  -0.672
H25 6.02585 3.60527 -0.36230  -0.130
H26 6.24358 5.35340 -0.15656  0.322
H27 7.00605 4.19441 0.99333  0.283
H28 3.62906 7.24011 3.47867  0.319
H29 4.39148 6.08123 4.62853  0.300
H30 2.64099 6.04751 4.34356  0.212
C16 0.82885 3.76153 3.04748  -0.517
O16 -0.25394 4.63610 3.35969  -0.258
C17 -1.37171 4.00548 3.79804  0.707
O17 -1.50741 2.80081 3.93669  -0.557
O18 -2.31247 4.94794 4.05547  -0.302
C18 -3.55251 4.42535 4.52842  -0.682
H31 1.66934 4.37255 2.70748  0.127
H32 1.14454 3.20564 3.93611  0.315
H33 0.55159 3.07715 2.23938  0.282
H34 -3.41193 3.89596 5.47614  0.319
H35 -4.00488 3.76745 3.77958  0.323
H36 -4.22945 5.26627 4.70128  0.219
C19 -6.69479 10.04797 1.37012  -0.615
O19 -5.88418 8.87435 1.37472  -0.310
C20 -4.96781 8.83334 2.37372  0.756
O20 -4.79819 9.68960 3.22641  -0.544
O21 -4.27295 7.67434 2.25944  -0.272
C21 -3.26554 7.49372 3.25297  -0.584
H37 -7.39085 9.97428 0.53024  0.221
H38 -7.27680 10.11869 2.29455  0.286
H39 -6.07890 10.94193 1.22956  0.289
H40 -3.71050 7.46247 4.25262  0.249
H41 -2.51264 8.28566 3.18771  0.331
H42 -2.77383 6.53548 3.06524  0.242
C22 -6.49635 -3.19654 -4.34644  -0.448
O22 -5.55790 -2.49488 -5.15979  -0.316
C23 -5.26925 -1.24314 -4.72491  0.801
O23 -5.73461 -0.70330 -3.73443  -0.553
O24 -4.37293 -0.69619 -5.58318  -0.321
C24 -3.97422 0.63149 -5.24771  -0.591
H43 -6.65278 -4.18483 -4.78707  0.254
H44 -6.10501 -3.32955 -3.33279  0.102
H45 -7.45726 -2.67260 -4.32619  0.310
H46 -3.48223 0.65139 -4.27007  0.268
H47 -4.83432 1.30842 -5.26336  0.290
H48 -3.25703 0.96915 -6.00066  0.217
C25 4.37062 -1.72773 -0.05105  -0.704
C26 2.84631 -2.29238 -0.30571  -0.396
C27 1.93312 -1.09107 -1.01049  -0.450
C28 0.90659 -0.41704 0.07365  -0.326
O25 -0.13952 -1.31469 0.58408  -0.317
C29 -0.78223 -2.09089 -0.48297  0.385
O26 -1.16639 -1.62739 -1.67561  -0.513
H49 4.39806 -0.54165 0.05891  0.103
H50 5.05433 -1.95736 -0.99297  0.143
H51 4.86141 -2.14849 0.94688  0.314
H52 2.95419 -3.24422 -1.00867  0.287
H53 2.41919 -2.64493 0.72697  0.291
H54 1.44244 -1.41822 -2.02157  0.359
H55 2.71614 -0.23856 -1.29409  0.167
H56 0.48566 0.60175 -0.37744  0.252
H57 1.56431 -0.09109 1.01188  0.254
H58 -1.03116 -3.23316 -0.26574  0.176

- ΔE to the lowest compared entry with this formula, charge and spin: 0.0 kcal per mole
- Net charge: 0
- E: -84244.672 eV
- HOMO energy: -10.74 eV


The following is a DFT calculation (the ωB97M-V functional and the def2-TZVPD basis) of a structure of composition C54H38Cl8N3O7P2SSc in a non-equilibrium geometry.

Each line ends with the Mulliken charge.
Atoms and positions in Å:
Sc1 0.86209 0.61192 1.03314  -1.809
Cl1 1.53435 3.17658 -0.46770  -0.243
C1 0.93719 3.65488 1.11211  1.402
C2 0.62491 2.63485 1.99802  -1.562
C3 0.25740 3.05207 3.26364  1.921
Cl2 -0.07767 1.82301 4.47360  -0.283
C4 0.15274 4.39059 3.63411  -0.419
Cl3 -0.31663 4.83487 5.23050  -0.200
C5 0.43896 5.37902 2.69043  1.108
Cl4 0.29897 7.04193 3.10791  -0.184
C6 0.85228 5.01063 1.41077  -1.049
Cl5 1.25989 6.21249 0.24497  -0.065
O1 1.62028 -1.02456 2.28517  -0.577
P1 1.66431 -2.40148 1.63758  0.320
C7 0.08605 -2.70567 0.75118  -1.639
P2 -1.23399 -1.83772 1.65755  0.388
O2 -0.98085 -0.34060 1.68924  0.362
C8 -1.33926 -2.54398 3.29060  0.651
C9 -1.31054 -1.68288 4.38278  -0.392
C10 -1.44077 -2.20370 5.66630  -0.652
C11 -1.59928 -3.57122 5.84643  -0.601
C12 -1.63493 -4.42922 4.74941  -0.654
C13 -1.51151 -3.91724 3.47059  -0.513
C14 -2.79218 -2.19621 0.85638  0.942
C15 -2.97750 -3.27266 -0.00670  -0.355
C16 -4.23025 -3.50526 -0.56179  -0.782
C17 -5.29167 -2.66626 -0.25434  -0.587
C18 -5.10907 -1.58952 0.60633  -0.743
C19 -3.86292 -1.35196 1.16263  -0.539
C20 3.04347 -2.78194 0.58339  0.762
C21 4.29910 -2.34651 1.01493  -0.499
C22 5.42268 -2.58869 0.23739  -0.795
C23 5.28754 -3.30074 -0.94715  -0.628
C24 4.04236 -3.76231 -1.36368  -0.776
C25 2.91115 -3.49390 -0.60761  -0.349
C26 1.73778 -3.65003 2.92871  1.194
C27 1.81983 -3.23888 4.25679  -0.333
C28 1.91242 -4.18866 5.26741  -0.658
C29 1.91770 -5.54094 4.95063  -0.530
C30 1.84554 -5.95231 3.62205  -0.770
C31 1.76726 -5.00759 2.60987  -0.655
H1 -0.09884 -3.77718 0.67984  1.163
H2 0.14428 -2.25299 -0.23667  0.692
H3 -1.17159 -0.62121 4.22138  0.210
H4 -1.41547 -1.53877 6.52180  0.459
H5 -1.69774 -3.97613 6.84862  0.422
H6 -1.75234 -5.49654 4.89660  0.453
H7 -1.54434 -4.58854 2.61525  0.357
H8 -2.15166 -3.92855 -0.26162  0.347
H9 -4.37396 -4.33917 -1.23687  0.442
H10 -6.26745 -2.85000 -0.69062  0.422
H11 -5.93907 -0.93582 0.84230  0.445
H12 -3.70898 -0.50775 1.82712  0.353
H13 4.39059 -1.77176 1.93253  0.496
H14 6.38408 -2.17060 0.52440  0.422
H15 6.16080 -3.47249 -1.56628  0.445
H16 3.94647 -4.29898 -2.29948  0.402
H17 1.93631 -3.81431 -0.96317  0.390
H18 1.80761 -2.17935 4.48787  0.370
H19 1.98012 -3.87154 6.30292  0.451
H20 1.99047 -6.28156 5.74025  0.422
H21 1.87165 -7.00878 3.37756  0.431
H22 1.75098 -5.32779 1.57100  0.386
O3 8.06227 1.68321 1.39122  -0.729
C32 7.37535 0.80501 0.83684  0.123
O4 7.67116 -0.29626 0.29996  -0.681
C33 5.85762 1.02980 0.89612  0.471
C34 5.24152 1.52743 2.03985  -1.079
C35 3.86435 1.51239 2.13729  -0.739
N1 3.08833 1.02742 1.16540  1.473
C36 3.68404 0.60125 0.03233  0.968
C37 5.04164 0.61319 -0.14908  -1.329
C38 2.78533 -0.05635 -0.98352  0.317
O5 3.13924 -0.27843 -2.11196  -0.736
O6 1.58914 -0.38984 -0.49224  0.134
H23 5.85331 1.89284 2.85532  0.511
H24 3.35229 1.86528 3.02496  0.537
H25 5.46511 0.19234 -1.04995  0.637
Cl6 -4.28446 2.25026 -10.19522  -0.208
C39 -3.73763 2.32360 -8.54959  0.389
C40 -2.40643 2.58821 -8.27693  -0.951
C41 -1.98870 2.65405 -6.95606  -0.105
C42 -2.87462 2.45856 -5.90172  -0.765
C43 -2.38483 2.52964 -4.46861  1.319
C44 -2.07433 1.15028 -3.93326  -1.570
N2 -1.82060 1.20633 -2.50069  0.358
C45 -2.75259 1.54692 -1.53635  -0.824
C46 -2.09123 1.49504 -0.35365  -1.412
N3 -0.77283 1.15632 -0.58081  2.222
C47 -0.65085 0.97654 -1.87967  -0.824
O7 -1.20014 3.27287 -4.35867  -0.538
C48 -1.42366 4.66032 -4.08880  -1.021
C49 -1.85377 4.88750 -2.67339  -0.720
C50 -3.11852 5.16569 -2.25951  0.471
Cl7 -4.50675 5.37653 -3.25228  -0.198
S1 -3.24446 5.30151 -0.55517  -0.269
C51 -1.57266 4.97021 -0.36471  0.177
C52 -0.96329 4.76844 -1.55790  -0.043
C53 -4.20278 2.18350 -6.21716  0.874
Cl8 -5.36906 1.89596 -4.95046  -0.217
C54 -4.64691 2.11708 -7.52792  -0.841
H26 -1.70694 2.74125 -9.09064  0.418
H27 -0.95241 2.87424 -6.72388  0.486
H28 -3.17310 2.96074 -3.85025  0.030
H29 -1.19123 0.76192 -4.43661  0.305
H30 -2.91345 0.48660 -4.12318  0.520
H31 -3.78060 1.78071 -1.77975  0.673
H32 -2.45766 1.70118 0.63990  0.559
H33 0.25685 0.69283 -2.39565  0.394
H34 -2.14869 5.07030 -4.79480  0.361
H35 -0.46522 5.14278 -4.26103  0.493
H36 -1.13328 4.94871 0.62678  0.179
H37 0.09366 4.54418 -1.66637  0.769
H38 -5.68664 1.90949 -7.74680  0.445

- ΔE to the lowest compared entry with this formula, charge and spin: 6.0 kcal per mole
- Net charge: 0
- E: -225718.869 eV
- HOMO energy: -7.43 eV


The following is a DFT calculation (the ωB97M-V functional and the def2-TZVPD basis) of a cluster of 7 separate species, C17H48O11 in total in a non-equilibrium geometry.

Each line ends with the Mulliken charge.
Atoms and positions in Å:
C1 0.49405 3.35542 2.55601  -1.270
C2 -0.45195 4.14442 3.49201  0.392
C3 -1.86795 3.63242 3.58201  -1.119
O1 0.10305 4.31542 4.79001  -0.570
H1 0.83305 2.48642 2.97601  0.696
H2 1.56605 3.84342 2.37901  0.216
H3 0.20805 2.98542 1.67901  0.315
H4 -0.32795 4.95342 2.75101  0.200
H5 -1.81795 2.57942 3.79401  0.325
H6 -2.51695 3.76242 2.58101  0.209
H7 -2.44595 4.29342 4.25301  0.334
H8 0.53705 5.20042 4.61801  0.393
C4 -1.44295 -0.95458 -4.15299  -1.425
C5 -1.75695 -0.02658 -2.89499  1.354
C6 -1.61895 1.48642 -3.21899  -1.147
O2 -3.12495 -0.21658 -2.53399  -0.651
H9 -0.33395 -0.98858 -4.30099  0.253
H10 -2.02795 -0.65758 -4.95599  0.446
H11 -1.86395 -1.76758 -3.88799  0.371
H12 -1.20195 -0.27858 -2.02699  -0.382
H13 -0.49495 1.77342 -3.25999  0.187
H14 -2.20295 2.09042 -2.50299  0.264
H15 -2.06595 1.80442 -4.27099  0.329
H16 -3.28795 -0.87458 -1.92599  0.473
C7 2.05605 -1.18358 4.22301  -0.904
C8 2.86405 -2.44458 3.52801  0.302
C9 2.00505 -3.47858 2.95301  -1.261
O3 3.80305 -1.81458 2.51601  -0.511
H17 1.37805 -1.81158 4.87101  0.322
H18 1.43005 -0.70558 3.51501  0.157
H19 2.86305 -0.47658 4.64601  0.318
H20 3.44705 -2.90758 4.30401  0.347
H21 1.40305 -2.96658 2.17301  0.001
H22 1.43905 -3.98658 3.66701  0.498
H23 2.41505 -4.21858 2.48301  0.534
H24 4.48405 -1.38958 2.95301  0.279
O4 1.13405 -4.05758 -0.42099  -0.461
C10 1.59105 -4.57758 -1.75999  -0.543
C11 0.94205 -3.65158 -2.82699  0.416
O5 1.64305 -3.91058 -4.00399  -0.609
H25 1.62905 -3.16358 -0.42099  0.221
H26 2.66005 -4.27658 -1.87999  0.365
H27 1.22105 -5.62058 -2.01599  0.337
H28 0.97105 -2.56458 -2.41999  -0.095
H29 -0.14595 -3.75958 -3.05699  0.058
H30 1.16705 -3.54758 -4.88899  0.362
O6 1.00805 4.13142 -0.57699  -0.271
C12 0.52405 5.38542 -1.14999  -0.563
C13 -0.89895 5.61542 -0.55599  0.150
O7 -1.32495 6.72042 -1.23899  -0.550
H31 1.83905 4.03342 -0.82299  0.126
H32 1.27205 6.24942 -1.02399  0.275
H33 0.36605 5.23042 -2.10499  0.432
H34 -0.70595 5.58642 0.45201  -0.087
H35 -1.66995 4.86142 -0.75199  0.190
H36 -1.96195 7.25142 -0.64599  0.333
O8 -3.54895 -2.18958 -0.69699  -0.571
C14 -2.65295 -3.20358 -0.31099  0.617
C15 -2.70795 -4.26258 -1.34699  -0.244
O9 -1.71195 -5.24358 -1.06399  -0.602
H37 -4.11295 -2.03758 0.08601  0.280
H38 -1.66195 -2.88658 -0.35599  -0.625
H39 -2.88795 -3.52458 0.65201  0.494
H40 -2.36895 -3.89558 -2.36599  -0.063
H41 -3.68395 -4.60158 -1.66199  0.386
H42 -0.82295 -4.82158 -0.77399  0.295
O10 0.08705 1.46942 -0.19399  -0.524
C16 1.28405 0.67242 -0.49299  -0.332
C17 1.11005 -0.68458 -0.02899  1.238
O11 2.34805 -1.41758 -0.13099  -0.620
H43 0.26905 2.39642 -0.13799  0.012
H44 1.33605 0.80642 -1.45599  0.178
H45 2.14305 1.02242 0.01801  0.457
H46 0.30905 -1.25858 -0.55099  -0.960
H47 0.86305 -0.83858 1.04601  -0.049
H48 2.67405 -0.99458 0.53101  0.268

- ΔE to the lowest compared entry with this formula, charge and spin: 194.9 kcal per mole
- Net charge: 0
- E: -40919.768 eV
- HOMO energy: -9.43 eV


no.,Kohn-Sham gap (eV),LUMO energy (eV)
1,6.56,-1.77
2,11.14,0.39
3,6.95,-0.48
4,9.79,0.37